The following is a DFT calculation (ωB97M-V/def2-TZVPD) of a structure of composition C15H11ClN4O7S3Ti at a distorted geometry.

```
42
Properties=species:S:1:pos:R:3:nbo_charge:R:1
Ti -0.02 -0.13 -0.61 1.227
Cl -1.63 2.28 -0.42 2.559
S 2.43 2.01 -2.36 -0.201
S -0.81 -0.06 -3.89 2.296
S -1.02 -0.88 1.69 -0.367
O -2.05 0.91 -0.78 -0.834
O -2.47 2.81 0.60 -0.825
O -0.27 2.08 0.07 -0.831
O -2.10 0.57 -3.78 -0.922
O -0.76 -1.49 -4.04 -0.928
O -1.64 3.11 -1.58 -0.814
O 1.79 -0.58 -0.38 -0.741
N 0.23 0.48 -2.70 -0.868
N -0.40 -2.03 -0.85 -0.364
N -3.27 -2.24 1.18 -0.838
N -1.68 -2.44 -0.45 -0.421
C 2.04 2.01 -5.56 -0.169
C 4.04 -3.71 -1.80 -0.289
C 0.42 -3.00 -1.18 -0.065
C -0.22 0.66 -6.57 -0.217
C 0.66 1.32 -7.42 -0.225
C 2.67 -3.83 -1.75 -0.183
C 0.08 0.68 -5.22 -0.235
C -2.00 -1.91 0.69 0.268
C 1.83 -2.79 -1.29 -0.160
C 2.48 -1.59 -0.87 0.319
C 1.77 1.99 -6.92 -0.226
C 1.17 1.34 -4.71 -0.105
C 4.66 -2.53 -1.39 -0.270
C 1.22 1.24 -3.20 0.115
C 3.88 -1.49 -0.92 -0.218
H 2.20 -4.76 -2.06 0.186
H 0.00 -3.99 -1.32 0.177
H -3.64 -1.49 1.74 0.378
H 5.74 -2.42 -1.43 0.184
H 2.44 2.50 -7.60 0.196
H -3.89 -2.49 0.42 0.367
H -1.09 0.13 -6.94 0.219
H 0.47 1.32 -8.49 0.196
H 2.90 2.53 -5.14 0.239
H 4.63 -4.55 -2.17 0.182
H 4.31 -0.56 -0.59 0.207
```

As for the gap between HOMO and LUMO (alpha / beta): 0.1485 / 0.1530 Ha. The spin multiplicity is 1. The net charge is -2. As for the total energy: -3828.0392 a.u.

The following is a DFT calculation (ωB97M-V/def2-TZVPD) of an isolated molecule of C15H11FN2O2S at a distorted geometry.

```
32
Properties=species:S:1:pos:R:3:nbo_charge:R:1
S -1.26 2.58 0.01 0.317
F 3.16 -3.70 0.02 -0.325
O -5.25 -0.67 0.00 -0.492
O 3.66 2.63 -0.02 -0.552
N 0.15 0.39 -0.01 -0.468
N 1.43 2.36 0.00 -0.630
C 2.72 1.87 -0.01 0.687
C -1.62 -1.31 -0.01 -0.186
C 2.83 0.38 0.00 -0.128
C 2.93 -0.31 -1.20 -0.164
C 3.04 -1.69 -1.20 -0.267
C 2.99 -1.68 1.22 -0.275
C 2.88 -0.31 1.20 -0.159
C -3.45 0.81 0.01 -0.270
C 0.27 1.66 0.00 0.291
C -1.16 -0.01 0.00 0.071
C -3.90 -0.51 0.00 0.301
C 3.06 -2.35 0.01 0.396
C -5.78 -1.97 -0.02 -0.252
C -2.10 1.05 0.01 -0.183
C -2.97 -1.56 -0.01 -0.266
H -5.48 -2.52 -0.92 0.177
H 3.02 -2.24 2.14 0.232
H 1.36 3.38 0.00 0.421
H -5.48 -2.54 0.87 0.177
H 3.10 -2.25 -2.12 0.230
H -4.18 1.61 0.01 0.231
H -6.86 -1.85 -0.02 0.202
H 2.90 0.23 -2.14 0.221
H 2.82 0.24 2.13 0.221
H -3.31 -2.59 -0.02 0.215
H -0.90 -2.12 -0.02 0.226
```

As for the gap between HOMO and LUMO: 0.3178 Ha. The spin multiplicity is 1. The structure (SMILES) is COc1ccc2nc(NC(=O)c3ccc(F)cc3)sc2c1. As for the total energy: -1336.2700 a.u.

The following is a DFT calculation (ωB97M-V/def2-TZVPD) of a structure of composition C15H12BrF6N2PRhS at a distorted geometry.

```
39
Properties=species:S:1:pos:R:3:mulliken_spin:R:1
Rh -0.39 0.23 -0.23 1.588
Br -2.24 1.62 -0.17 0.378
S 2.34 2.73 -2.76 -0.057
P 1.93 -1.97 -1.22 0.001
F 1.37 -3.23 -0.43 0.001
F 2.26 -0.55 -1.90 0.008
F 0.19 -1.54 -1.53 0.036
F 1.95 -2.70 -2.59 0.002
F 1.58 -1.05 0.21 0.019
F 3.39 -2.17 -0.75 0.001
N -1.41 -1.30 0.98 -0.069
N 1.29 1.54 0.91 0.178
C 0.18 1.32 -3.05 -0.001
C 3.70 2.61 1.70 -0.039
C 2.09 2.12 -0.01 0.053
C 1.11 2.06 -3.75 0.285
C -3.42 -2.94 1.88 -0.001
C -3.54 -1.56 2.00 0.183
C -2.25 -3.50 1.35 0.243
C 2.85 2.04 2.63 0.132
C 1.63 1.51 2.18 0.019
C -1.24 -2.62 0.93 0.258
C 0.45 1.31 -1.68 0.141
C -2.04 -4.95 1.23 0.020
C 1.61 2.06 -1.35 0.218
C 3.32 2.68 0.37 0.122
C -2.49 -0.81 1.53 1.101
H 3.95 3.13 -0.38 0.004
H 1.11 2.24 -4.81 0.009
H -0.28 -3.01 0.62 0.053
H 0.94 1.05 2.87 0.008
H -4.43 -1.10 2.40 0.018
H -0.64 0.81 -3.52 0.002
H -2.87 -5.53 1.61 -0.002
H 3.12 1.98 3.67 0.002
H 4.67 2.99 2.00 0.001
H -4.25 -3.58 2.16 0.008
H -1.84 -5.22 0.18 0.040
H -1.13 -5.27 1.76 0.039
```

As for the gap between HOMO and LUMO (alpha / beta): 0.2966 / 0.1683 Ha. The spin multiplicity is 6. The net charge is +2. As for the total energy: -4711.0214 a.u.

The following is a DFT calculation (ωB97M-V/def2-TZVPD) of a structure of composition C15H12BrN2O6SSn.

```
38
Properties=species:S:1:pos:R:3:nbo_charge:R:1
Sn 0.53 0.84 -1.19 1.370
Br 3.63 2.60 -3.00 0.049
S -2.58 0.58 -1.08 2.306
O 1.15 0.17 0.76 -0.823
O -0.35 4.64 0.19 -0.653
O -3.92 1.09 -0.87 -0.972
O -2.15 0.54 -2.47 -0.991
O 2.32 0.22 2.66 -0.647
O 0.62 2.85 -0.72 -0.869
N -1.48 1.23 -0.15 -1.081
N 3.05 1.55 -0.52 -0.456
C -1.63 2.66 0.14 -0.348
C 5.31 2.45 0.77 -0.160
C 4.36 1.72 1.46 -0.217
C -3.34 -2.02 -1.24 -0.207
C -2.54 -1.12 -0.54 -0.247
C -1.71 -2.91 0.82 -0.208
C 3.95 2.25 -1.15 0.179
C -2.50 -3.82 0.13 -0.025
C 5.11 2.74 -0.57 -0.278
C 3.24 1.29 0.78 0.114
C -1.73 -1.56 0.49 -0.217
C -2.48 -5.28 0.51 -0.624
C -3.31 -3.36 -0.90 -0.216
C 2.15 0.49 1.48 0.763
C -0.37 3.47 -0.13 0.789
H 5.82 3.31 -1.15 0.229
H 4.45 1.47 2.51 0.248
H -3.96 -1.67 -2.05 0.229
H -2.99 -5.89 -0.24 0.207
H -1.45 -5.65 0.60 0.215
H -1.12 -0.85 1.04 0.268
H -3.94 -4.07 -1.44 0.199
H -2.43 3.12 -0.44 0.226
H 6.20 2.81 1.27 0.214
H -2.97 -5.45 1.47 0.214
H -1.87 2.81 1.19 0.211
H -1.07 -3.24 1.62 0.208
```

As for the gap between HOMO and LUMO: 0.2962 Ha. The spin multiplicity is 1. The net charge is -1. As for the total energy: -4326.4482 a.u.

The following is a DFT calculation (ωB97M-V/def2-TZVPD) of a structure of composition C15H12CdN5O7S2.

```
42
Properties=species:S:1:pos:R:3:nbo_charge:R:1
Cd -0.56 0.12 -0.63 1.639
S 0.33 1.60 -2.65 -0.401
S 3.19 2.61 -2.39 0.280
O -7.10 -3.55 4.42 -0.389
O -1.10 -1.02 1.33 -0.768
O 0.50 1.66 0.84 -0.582
O -5.45 -4.61 5.31 -0.391
O -1.56 2.01 0.31 -0.602
O -0.62 3.21 1.85 -0.446
O -2.72 -0.85 -0.18 -0.767
N -0.22 -2.58 -1.00 -0.444
N -0.56 2.32 1.03 0.716
N 2.50 0.38 -1.47 -0.432
N -5.91 -3.80 4.52 0.536
N 1.60 -0.59 -1.16 -0.309
C -4.60 -1.61 1.81 -0.166
C -4.98 -3.12 3.60 0.002
C 2.02 -1.73 -0.82 0.029
C 1.03 -2.82 -0.60 0.166
C 1.95 1.38 -2.12 -0.058
C -3.63 -3.40 3.70 -0.206
C -2.29 -1.18 0.95 0.748
C -1.12 -3.55 -0.87 0.058
C 1.43 -4.04 -0.07 -0.239
C -0.82 -4.80 -0.34 -0.269
C -2.76 -2.76 2.84 -0.132
C 0.48 -5.04 0.07 -0.168
C 2.30 3.96 -3.17 -0.761
C -5.49 -2.23 2.68 -0.201
C -3.24 -1.86 1.89 -0.122
H -6.55 -2.04 2.65 0.243
H 2.45 -4.19 0.24 0.215
H 1.33 4.08 -2.70 0.252
H -4.96 -0.92 1.06 0.243
H 0.76 -6.00 0.49 0.211
H 3.09 -1.94 -0.73 0.181
H 2.90 4.85 -3.00 0.218
H -3.28 -4.11 4.44 0.240
H -2.13 -3.30 -1.19 0.213
H 2.18 3.80 -4.24 0.213
H -1.69 -2.93 2.90 0.233
H -1.59 -5.56 -0.25 0.218
```

As for the gap between HOMO and LUMO: 0.2508 Ha. The spin multiplicity is 1. The net charge is -1. As for the total energy: -2343.3358 a.u.

The following is a DFT calculation (ωB97M-V/def2-TZVPD) of a cluster of 2 separate species, C15H12Cl2FNO2 in total at a distorted geometry.

```
33
Properties=species:S:1:pos:R:3:nbo_charge:R:1
Cl -3.53 0.05 1.87 0.053
Cl -0.49 -2.15 -1.64 0.029
F -0.49 1.45 1.93 -0.328
O 1.18 3.22 3.31 -0.480
O 0.89 3.00 0.09 -0.470
N -2.29 -1.42 0.11 -0.453
C 3.17 -0.49 -2.83 -0.192
C 3.38 -0.82 -1.49 -0.223
C 2.29 0.56 -3.11 -0.219
C 1.16 2.02 3.14 0.569
C -4.48 -1.98 -1.42 -0.147
C -4.63 -1.21 -0.24 -0.269
C 2.76 -0.09 -0.45 -0.175
C -3.21 -2.30 -1.88 -0.281
C 0.81 0.99 4.20 -0.725
C -2.12 -1.96 -1.09 0.195
C 0.90 1.33 1.79 0.021
C 1.86 0.97 -0.68 -0.157
C 1.22 1.86 0.39 0.530
C -3.47 -0.95 0.49 0.174
C 1.66 1.27 -2.06 -0.150
H 1.27 0.31 1.85 0.177
H 0.83 1.39 5.23 0.240
H 3.04 -0.28 0.57 0.204
H -2.98 -2.75 -2.86 0.238
H 1.06 2.14 -2.37 0.234
H -0.19 0.61 3.93 0.261
H 3.65 -1.08 -3.63 0.222
H 1.54 0.18 4.15 0.221
H 2.11 0.81 -4.18 0.222
H -5.55 -0.77 0.09 0.236
H -5.36 -2.26 -1.98 0.227
H 4.02 -1.65 -1.24 0.218
```

As for the gap between HOMO and LUMO: 0.3422 Ha. The spin multiplicity is 1. The structure (SMILES) is CC(=O)[C@@H](F)C(=O)c1ccccc1.Clc1cccc(Cl)n1. As for the total energy: -1804.2255 a.u.

The following is a DFT calculation (ωB97M-V/def2-TZVPD) of a structure of composition C15H12Cl5O5PdSe at a distorted geometry.

```
39
Properties=species:S:1:pos:R:3:nbo_charge:R:1
Pd -0.39 0.31 -0.18 0.957
Se -0.47 -1.53 1.84 2.753
Cl 1.16 -1.97 -2.23 0.146
Cl 1.75 -5.04 -1.78 0.134
Cl 3.37 -0.91 2.57 0.257
Cl 3.26 -5.89 0.74 0.226
Cl 4.05 -3.95 2.99 0.122
O 0.04 0.07 1.85 -1.011
O 0.87 -2.47 1.76 -1.009
O 2.38 -0.35 -0.12 -0.447
O -1.52 -1.94 2.95 -0.929
O -1.16 -1.51 0.29 -0.973
C 3.29 -3.38 1.57 -0.203
C -1.72 1.32 -1.77 -0.275
C 2.95 -2.04 1.44 0.144
C -1.08 2.77 0.54 0.185
C 0.46 1.98 -2.90 -0.642
C -2.36 2.27 0.39 -0.297
C 2.40 -1.53 0.12 0.480
C 1.95 -2.56 -0.85 -0.070
C 2.22 -3.86 -0.65 -0.113
C -3.94 0.68 -0.74 -0.666
C 2.92 -4.27 0.56 0.095
C -0.49 1.98 -1.73 -0.002
C -0.11 2.55 -0.50 -0.335
C -0.66 3.44 1.80 -0.666
C -2.66 1.45 -0.70 0.155
H 1.35 1.39 -2.68 0.246
H 0.79 3.00 -3.11 0.244
H 0.87 2.98 -0.40 0.255
H -4.17 0.34 -1.74 0.236
H -4.76 1.28 -0.35 0.250
H -2.01 0.79 -2.66 0.245
H -0.02 1.59 -3.79 0.234
H -3.09 2.41 1.17 0.246
H -3.84 -0.19 -0.09 0.273
H 0.19 4.10 1.65 0.236
H -1.49 4.00 2.24 0.247
H -0.37 2.67 2.52 0.274
```

As for the gap between HOMO and LUMO: 0.2243 Ha. The spin multiplicity is 1. The net charge is +1. As for the total energy: -5784.8270 a.u.

The following is a DFT calculation (ωB97M-V/def2-TZVPD) of a structure of composition C15H12ClNO2Pt at a distorted geometry.

```
32
Properties=species:S:1:pos:R:3:nbo_charge:R:1
Pt 0.20 0.30 -0.36 0.629
Cl 0.49 2.31 -1.61 -0.463
O 0.24 -2.62 0.50 -0.413
O 2.78 1.39 0.87 -0.367
N 0.73 -1.71 -2.55 -0.147
C -1.66 1.95 0.66 -0.075
C -2.47 0.99 -1.68 -0.685
C -1.91 0.84 -0.31 -0.062
C 4.11 -1.49 -3.34 -0.121
C 3.28 -2.20 -2.45 0.046
C 3.82 -3.20 -1.63 -0.143
C 5.89 -3.07 -2.88 0.062
C -2.15 -0.35 0.53 -0.142
C 5.40 -1.97 -3.60 -0.172
C -2.03 0.02 1.87 -0.119
C -1.71 1.42 1.95 -0.105
C 1.88 -1.92 -2.44 0.248
C 0.20 -1.52 0.17 0.439
C 5.11 -3.67 -1.88 -0.151
C 1.80 0.95 0.44 0.470
H 6.87 -3.48 -3.11 0.266
H 3.22 -3.58 -0.80 0.267
H -1.65 1.99 2.87 0.270
H 3.74 -0.58 -3.81 0.275
H -2.41 0.03 -2.20 0.247
H -1.88 1.72 -2.25 0.281
H -2.51 -1.30 0.12 0.275
H 6.00 -1.49 -4.37 0.278
H -3.51 1.32 -1.65 0.283
H -2.25 -0.61 2.73 0.271
H -1.56 2.99 0.37 0.284
H 5.50 -4.51 -1.30 0.274
```

As for the gap between HOMO and LUMO (alpha / beta): 0.2145 / 0.1576 Ha. The spin multiplicity is 5. The net charge is +2. As for the total energy: -1362.7039 a.u.

The following is a DFT calculation (ωB97M-V/def2-TZVPD) of a structure of composition C15H12ClNO2Tc at a distorted geometry.

```
32
Properties=species:S:1:pos:R:3:nbo_charge:R:1
Tc -0.02 -0.03 -1.72 -0.020
Cl 1.57 1.08 -4.00 -0.004
O 2.14 2.19 -1.24 -0.424
O 1.05 -2.90 -1.09 -0.410
N -0.03 0.07 0.33 -0.237
C 1.49 1.23 4.78 -0.013
C -1.20 -0.19 -3.45 -0.101
C 0.15 0.13 1.48 0.367
C 0.50 0.13 2.86 -0.157
C -1.98 1.00 -1.60 -0.212
C 0.42 -1.06 3.60 0.025
C 1.43 0.03 5.50 -0.213
C 1.34 1.40 -1.52 0.641
C -1.80 -1.11 -2.52 -0.187
C -2.24 -0.39 -1.38 -0.196
C 0.63 -1.85 -1.37 0.642
C 0.89 -1.11 4.91 -0.003
C -1.37 1.14 -2.89 -0.236
C -0.56 -0.53 -4.74 -0.513
C 1.03 1.28 3.47 0.033
H -2.77 -0.82 -0.52 0.271
H 1.92 2.12 5.24 0.276
H -2.25 1.82 -0.93 0.274
H 0.04 -1.96 3.12 0.266
H 0.84 -2.05 5.47 0.275
H 0.32 0.18 -4.85 0.214
H 1.12 2.20 2.89 0.267
H 1.80 -0.01 6.53 0.284
H -1.27 -0.36 -5.56 0.272
H -1.10 2.08 -3.35 0.285
H -1.90 -2.18 -2.72 0.280
H -0.16 -1.55 -4.73 0.253
```

As for the gap between HOMO and LUMO (alpha / beta): 0.2163 / 0.1004 Ha. The spin multiplicity is 4. The net charge is +2. As for the total energy: -1324.2518 a.u.

The following is a DFT calculation (ωB97M-V/def2-TZVPD) of a structure of composition C15H12CuN5O3 at a distorted geometry.

```
36
Properties=species:S:1:pos:R:3:nbo_charge:R:1
Cu -0.32 0.94 -1.41 1.100
O 1.32 0.32 -0.55 -0.864
O -1.49 -0.38 -0.44 -0.833
O -1.28 2.09 -2.55 -0.566
N 2.60 1.79 -5.09 -0.458
N -1.53 0.24 -5.46 -0.445
N 0.46 0.63 1.59 -0.430
N 0.01 1.89 1.21 -0.326
N -0.04 2.15 -2.90 -0.080
C -3.52 -1.01 0.58 -0.669
C 3.26 -3.14 0.61 -0.232
C 1.55 1.67 -4.63 0.317
C -1.26 2.08 1.18 0.224
C 3.24 -3.55 1.94 -0.254
C 1.86 -1.65 2.48 -0.218
C 2.54 -2.80 2.87 -0.240
C -2.34 -0.06 0.46 0.454
C -2.31 1.06 1.26 -0.548
C -1.72 3.50 0.97 -0.640
C 2.57 -1.99 0.22 -0.223
C 0.25 1.50 -4.09 -0.333
C 1.16 0.01 0.69 0.512
C 1.87 -1.24 1.15 0.023
C -0.73 0.80 -4.85 0.304
H -2.49 3.75 1.71 0.182
H -0.87 4.19 1.08 0.209
H -2.15 3.62 -0.02 0.222
H 3.80 -3.72 -0.13 0.191
H 2.57 -1.66 -0.81 0.244
H -4.12 -0.95 -0.33 0.203
H 1.30 -1.05 3.19 0.235
H -3.21 1.32 1.82 0.179
H -4.14 -0.79 1.45 0.185
H 3.77 -4.45 2.24 0.185
H -3.14 -2.03 0.66 0.207
H 2.52 -3.11 3.91 0.187
```

As for the gap between HOMO and LUMO: 0.2286 Ha. The spin multiplicity is 1. The net charge is -2. As for the total energy: -2718.7325 a.u.

The following is a DFT calculation (ωB97M-V/def2-TZVPD) of a structure of composition C15H12IrN8S2.

```
38
Properties=species:S:1:pos:R:3:nbo_charge:R:1
Ir -0.64 0.13 -0.49 1.148
S -2.70 -0.59 -1.64 0.313
S 4.92 -2.73 3.71 1.395
N -4.39 1.22 -2.77 -0.220
N 3.38 -2.52 4.09 -0.590
N -2.61 2.14 -2.00 -0.208
N -4.52 2.50 -3.02 -0.057
N -1.38 2.26 -1.36 -0.651
N 1.30 -0.91 -0.72 -0.550
N 4.90 -2.36 2.15 -0.568
N -0.31 -0.84 1.49 -0.531
C -3.20 4.54 -2.65 -0.726
C 2.03 -1.00 -1.84 0.117
C -1.19 -0.95 2.49 0.124
C 3.35 -1.42 -1.84 -0.196
C -3.43 3.11 -2.56 0.488
C -3.24 0.93 -2.13 0.137
C 3.68 -2.06 1.83 0.254
C 2.75 -2.15 3.00 0.341
C 3.18 -1.69 0.54 -0.148
C 0.95 -1.29 1.64 0.207
C 1.84 -1.28 0.46 0.292
C 0.43 -1.97 3.91 -0.005
C -0.87 -1.55 3.70 -0.198
C 3.95 -1.74 -0.63 -0.006
C 1.37 -1.82 2.88 -0.152
H 4.99 -2.05 -0.58 0.290
H -2.26 4.90 -2.24 0.267
H 1.54 -0.74 -2.77 0.245
H -1.62 -1.66 4.47 0.297
H -5.15 0.58 -3.05 0.501
H 3.90 -1.50 -2.77 0.297
H -2.18 -0.56 2.32 0.243
H -3.30 4.86 -3.69 0.340
H -1.46 2.94 -0.60 0.442
H -4.05 5.07 -2.17 0.339
H 0.73 -2.43 4.85 0.290
H -0.68 2.62 -2.01 0.441
```

As for the gap between HOMO and LUMO (alpha / beta): 0.3188 / 0.1904 Ha. The spin multiplicity is 6. The net charge is +4. As for the total energy: -1915.8513 a.u.

The following is a DFT calculation (ωB97M-V/def2-TZVPD) of a structure of composition C15H12MoN4O5S at a distorted geometry.

```
38
Properties=species:S:1:pos:R:3:nbo_charge:R:1
Mo 0.07 0.21 -0.03 1.477
S 0.65 2.43 -0.05 0.107
O 2.20 -0.14 0.02 -0.599
O -1.84 0.16 0.12 -0.632
O 4.04 -1.28 0.25 -0.560
O -1.40 -1.64 -1.89 -0.549
O -2.44 -3.51 -1.18 -0.633
N 0.05 0.65 1.94 -0.316
N 0.62 -2.11 -0.19 -0.459
N 1.16 1.37 2.39 -0.371
N 2.51 3.10 1.73 -0.755
C 1.34 -4.76 0.19 -0.101
C -0.25 -3.08 -0.44 0.123
C -2.68 0.01 1.15 0.412
C 0.06 -4.42 -0.23 -0.155
C 2.29 -3.75 0.33 -0.171
C 2.75 -1.23 0.15 0.831
C -1.46 -2.63 -1.21 0.762
C -3.16 -0.12 3.53 -0.109
C -4.03 -0.19 0.86 -0.272
C -4.91 -0.37 1.91 -0.104
C -4.48 -0.34 3.24 -0.208
C 1.88 -2.45 0.13 0.071
C -0.91 0.46 2.81 0.195
C -2.22 0.05 2.49 -0.228
C 1.50 2.26 1.50 0.297
H 2.74 3.83 1.07 0.430
H -2.82 -0.07 4.56 0.239
H -0.67 0.74 3.83 0.250
H 1.61 -5.79 0.36 0.268
H -5.96 -0.52 1.70 0.247
H -5.20 -0.48 4.04 0.252
H -3.14 -3.24 -1.80 0.530
H -4.36 -0.19 -0.17 0.249
H -0.69 -5.17 -0.43 0.278
H 2.94 3.12 2.64 0.432
H 4.41 -2.18 0.29 0.524
H 3.31 -4.00 0.59 0.247
```

As for the gap between HOMO and LUMO (alpha / beta): 0.2429 / 0.2457 Ha. The spin multiplicity is 3. The net charge is +2. As for the total energy: -1639.9221 a.u.